C23H51AgBr3Cl6O14P3 as an isolated structure at a distorted geometry. Source: the Open Molecules 2025 dataset; level of theory: ωB97M-V with the def2-TZVPD basis set.

The geometry in XYZ format:
```
101
Properties=species:S:1:pos:R:3
C -8.457 -8.588 -8.722
O -2.481 -2.175 -12.299
C -2.785 -0.763 -9.018
C -3.313 -9.488 -14.126
H -3.549 -10.101 -13.262
O -4.003 -3.461 -6.535
C -2.043 -8.681 -13.861
C -4.444 -5.068 -14.698
C -2.803 -1.289 -13.387
H -5.583 -9.538 -18.142
H -0.901 -9.063 -10.575
H -1.960 -7.908 -14.625
H 0.348 -4.670 -14.112
O -4.861 -3.173 -8.833
C -3.821 0.345 -9.194
C -1.034 -10.068 -10.196
H -4.748 -4.019 -14.754
H -8.031 -9.557 -8.949
Br -4.055 -8.333 -4.618
H -6.648 -4.028 -6.004
H -6.399 -3.603 -11.790
H -4.132 -7.594 -18.302
C -3.433 -5.212 -13.589
C -6.535 -11.343 -11.656
H -5.611 -11.908 -11.500
H -4.555 -0.708 -14.442
H -4.455 -4.600 -10.285
H -6.984 -4.068 -10.114
H -1.841 -0.292 -8.758
H -3.251 -10.001 -15.081
H -2.783 -1.394 -9.906
C -4.551 -7.874 -9.384
C -6.283 -3.489 -10.710
Cl 0.020 -11.286 -10.917
O -0.322 -3.011 -13.074
H -4.260 -2.874 -10.797
O -5.581 -9.677 -16.026
Cl -2.709 -10.521 -10.516
O -2.607 -7.006 -10.384
H -4.489 -4.762 -5.038
C -4.599 -4.694 -6.118
H -2.452 -0.279 -13.181
O -1.609 -4.336 -11.232
P -3.496 -3.111 -8.004
O -2.376 -4.234 -13.733
Ag -1.076 -5.560 -9.429
H -2.957 -8.930 -6.869
Br -4.916 -10.484 -6.845
Cl -0.781 -10.036 -8.426
H -7.086 -12.008 -12.318
H -3.890 -5.073 -12.604
Cl -10.195 -8.649 -8.974
H -4.919 -7.807 -10.406
C 1.947 -3.270 -13.927
Cl -7.703 -7.395 -9.788
C -6.222 -9.968 -12.255
Br -2.077 -10.746 -5.419
H -3.413 -8.897 -17.318
H -3.982 -7.414 -16.583
H -2.982 -6.201 -13.619
H -4.093 -5.572 -6.532
H -4.536 -8.936 -9.127
Cl -8.044 -8.190 -7.034
H -3.764 1.053 -8.368
O -6.133 -10.173 -13.660
H -7.051 -11.195 -10.706
C -4.851 -3.585 -10.216
H 2.771 -3.976 -13.986
O -3.165 -1.558 -7.868
H 1.038 -4.443 -12.435
H -6.247 -4.784 -7.562
P -5.822 -8.925 -14.638
H -1.174 -9.338 -13.877
H -5.274 -7.439 -8.696
C 0.711 -3.967 -13.362
H -2.195 -8.203 -12.892
H -4.724 -0.612 -12.711
O -2.638 -6.871 -8.229
H -6.621 -2.447 -10.644
H -4.839 -0.045 -9.179
C -3.404 -9.487 -6.057
C -4.204 -8.142 -17.363
H -2.299 -1.614 -14.297
C -3.197 -7.232 -9.292
C -4.327 -1.238 -13.513
H -4.011 -5.179 -15.698
O -4.359 -8.455 -14.168
H -3.608 0.856 -10.134
H 2.205 -2.449 -13.258
P -1.694 -3.530 -12.462
H -6.403 -8.312 -17.298
H 1.721 -2.876 -14.917
C -6.076 -4.815 -6.490
H -5.281 -5.761 -14.660
C -5.502 -8.936 -17.237
O -6.853 -7.904 -14.588
O -2.388 -3.968 -8.490
H -4.849 -2.189 -13.492
H -7.039 -9.281 -12.028
H -5.273 -9.644 -11.814
H -6.335 -5.805 -6.104
```

Results
2S+1 = 2
Orbital gap (spin up / spin down) = 8.94 / 5.40 eV
<S²> = 0.76
HOMO level (spin up / spin down) = -12.30 / -12.30 eV
E_LUMO (spin up / spin down) = -3.36 / -6.90 eV
Energy relative to the best compared isomer or geometry (same formula, charge and spin) = 0.0 kJ/mol
Net charge = +1

Löwdin population analysis, charges in e, atoms 1 to 99: -1.514, -0.200, -0.225, -0.219, 0.076, -0.154, -0.062, -0.046, -0.219, 0.123, -0.002, 0.076, 0.120, -0.174, -0.057, -1.495, 0.066, 0.000, 0.593, 0.089, 0.078, 0.085, -0.229, -0.047, 0.070, 0.090, 0.102, 0.069, 0.127, 0.116, 0.086, -0.043, -0.050, 0.566, -0.162, 0.088, -0.168, 0.595, 0.062, 0.119, -0.251, 0.125, -0.280, 0.451, -0.165, 0.938, -0.086, 0.557, 0.531, 0.087, 0.104, 0.571, 0.067, -0.060, 0.571, -0.278, 0.579, 0.081, 0.047, 0.084, 0.082, 0.008, 0.521, 0.082, -0.182, 0.065, -0.253, 0.083, -0.166, 0.112, 0.055, 0.413, 0.085, 0.051, -0.263, 0.053, 0.076, 0.036, 0.086, 0.078, -1.554, -0.065, 0.117, -0.654, -0.051, 0.080, -0.220, 0.078, 0.083, 0.423, 0.118, 0.082, -0.060, 0.069, -0.254, -0.205, -0.289, 0.054, 0.096